1.
# C6H4Cl5N

The molecule C6H4Cl5N at a distorted geometry (ωB97M-V with the def2-TZVPD basis set, the OMol25 dataset).

Last column: Löwdin charge in e.
Atoms and positions in Å:
C -0.38975 -0.62011 1.45302  -0.604
C -1.89627 -0.47217 -0.09323  -0.607
C 0.79949 1.03942 0.28715  -0.122
C -0.18404 1.11783 -0.91544  -0.177
C 0.78587 -0.52148 0.59077  -0.935
C 0.17130 -1.13821 -0.73168  -1.200
N -0.93674 -0.20081 -0.96927  -0.234
Cl -0.41880 -1.42522 2.89783  0.744
Cl -2.98942 0.80300 0.15446  0.667
Cl 2.33472 -1.13515 1.18527  0.668
Cl -0.45977 -2.79907 -0.49754  0.689
Cl 1.36532 -1.02418 -1.94553  0.776
H 1.73329 1.31077 -0.03036  0.078
H 0.52457 1.63637 1.08184  0.095
H -0.73653 2.02296 -0.69422  0.096
H 0.29677 1.40606 -1.77305  0.067

Cartesian forces (eV/Å) of the 6 atoms listed first:
-1.91 0.56 0.17
0.41 -0.41 2.04
-1.36 -3.23 -2.10
-1.13 1.01 2.83
-0.64 0.53 0.56
-0.24 -0.25 0.94

E_HOMO (spin up / spin down): -8.10 / -7.97 eV
F_max: 0.0794 Eh/bohr
2S+1: 1
ΔE to the lowest compared entry with this formula, charge and spin: 2.653 eV
Electronic energy: -2586.53192 a.u.



2.
# C6H4F6MgO10S2SbSe

A structure of composition C6H4F6MgO10S2SbSe at a distorted geometry (ωB97M-V with the def2-TZVPD basis set, the OMol25 dataset).

Last column: Löwdin charge in e.
Atoms and positions in Å:
Mg -1.36177 0.37552 0.99578  0.652
O -0.87785 0.82223 -1.91010  -0.407
S -0.90223 -0.66994 -1.67098  0.554
O -0.96268 -1.45431 -2.86451  -0.257
O -1.91402 -0.90878 -0.65617  -0.299
C 0.65706 -1.03785 -0.90244  -0.166
C 1.10031 -2.31635 -1.04465  -0.050
C 2.17014 -2.80955 -0.27357  -0.039
C 2.75034 -2.01046 0.72624  -0.067
C 2.36804 -0.71925 0.87463  0.036
C 1.44138 -0.07716 -0.08976  -0.518
S 1.37341 2.17871 -0.46690  1.052
O 2.17570 0.83142 -0.97664  -0.213
O 2.26505 2.94539 0.36166  -0.358
O 0.67890 0.98271 0.53410  -0.296
H 0.57458 -2.97736 -1.71983  0.115
H 2.47882 -3.83888 -0.39712  0.097
H 3.46613 -2.43859 1.41517  0.108
H 2.71954 -0.08214 1.67370  0.127
F -1.19292 2.63975 -0.00941  -0.426
Sb -2.45566 2.26391 -1.51322  1.489
F -1.20063 3.58940 -2.16150  -0.407
F -2.96823 1.32329 0.33913  -0.413
F -3.86149 0.99401 -1.79458  -0.376
F -3.66122 3.64456 -1.08303  -0.357
F -2.67972 2.22121 -3.43465  -0.407
O 1.11708 -0.32030 3.70430  -0.493
Se -0.40565 -0.72607 3.30187  0.806
O -1.33960 0.63695 2.98992  -0.504
O -0.43106 -1.32179 1.71681  -0.487
O -1.12176 -1.74031 4.33576  -0.499

Cartesian forces (eV/Å) of the 6 atoms listed first:
-0.74 0.37 0.62
-0.06 0.09 -0.05
-0.05 0.34 -0.13
-0.13 0.01 -0.01
0.29 -0.30 0.17
-0.04 -0.37 -0.30

E_HOMO (spin up / spin down): -3.51 / -3.88 eV
Charge: -2
F_max: 0.0202 Eh/bohr
<S²>: 0.793
2S+1: 2
ΔE to the lowest compared entry with this formula, charge and spin: 0.000 eV
Electronic energy: -5221.01275 a.u.



3.
# C6H4FI2N

A structure of composition C6H4FI2N at a distorted geometry (ωB97M-V with the def2-TZVPD basis set, the OMol25 dataset).

Last column: Löwdin charge in e.
Atoms and positions in Å:
C 0.16450 -0.73784 0.38354  -0.080
C 0.91982 0.33411 -0.01004  -0.124
C -0.96857 -1.13107 -0.37529  -0.072
C 0.49963 1.24249 -0.97788  0.020
C -1.34383 -0.27685 -1.39262  -0.050
C -0.73446 0.90522 -1.67315  -0.299
N -3.14173 -0.49882 -2.65435  -1.112
F -1.17958 1.81296 -2.56853  0.019
I -4.41521 0.99869 -2.07461  0.641
I -3.77304 -2.42500 -2.42692  0.637
H 0.80284 -1.29064 1.06252  0.110
H 1.65823 0.54056 0.66274  0.074
H -1.48203 -2.04721 -0.20467  0.066
H 1.10767 2.24788 -1.28600  0.171

Cartesian forces (eV/Å) of the 6 atoms listed first:
0.02 -1.15 -1.55
-2.26 1.71 -1.25
0.93 0.77 0.21
-0.37 1.18 -1.63
-2.88 -0.37 -1.06
2.54 1.81 0.40

E_HOMO (spin up / spin down): -8.66 / -8.63 eV
F_max: 0.0695 Eh/bohr
2S+1: 1
Electronic energy: -980.85440 a.u.



4.
# C6H4N2O

A structure of composition C6H4N2O at a distorted geometry (ωB97M-V with the def2-TZVPD basis set, the OMol25 dataset).

Last column: Löwdin charge in e.
Atoms and positions in Å:
C 0.65046 -2.04563 1.37479  0.003
C -0.03060 -0.94330 0.78962  -0.344
C 0.27035 0.10045 -0.05772  -0.071
C -0.86163 0.97970 -0.23353  -0.229
C -1.11648 2.08165 -1.32937  -0.098
C -1.03957 2.76141 -2.37973  0.009
H 2.34474 -1.52344 0.40971  0.185
H 0.27654 -2.63739 2.17381  0.128
H 1.55892 0.61590 0.09731  0.204
H -0.76413 3.22331 -3.63444  0.163
N -1.86636 0.38127 0.62218  0.032
N -1.38192 -0.72719 1.08447  -0.002
O 1.95968 -2.26674 1.08291  0.017

Cartesian forces (eV/Å) of the 6 atoms listed first:
1.60 3.59 -2.49
-1.58 -1.65 1.37
5.04 5.37 -0.97
0.76 -1.00 -0.45
1.44 -0.34 -1.06
0.97 -0.98 -0.94

E_HOMO: -8.90 eV
F_max: 0.1445 Eh/bohr
2S+1: 1
ΔE to the lowest compared entry with this formula, charge and spin: 7.388 eV
Electronic energy: -415.49667 a.u.



5.
# C6H4N4

The molecule C6H4N4 at a distorted geometry (ωB97M-V with the def2-TZVPD basis set, the OMol25 dataset).

Last column: Löwdin charge in e.
Atoms and positions in Å:
N -2.35088 -1.85444 0.83688  0.096
C -2.08819 -1.04316 0.08408  -0.112
C -1.02368 0.21963 -0.75747  -0.151
C -1.78894 1.39791 -0.37891  -0.195
N -2.55947 2.23102 -0.22135  0.192
N 0.25790 -0.05770 -0.27695  -0.075
C 0.66987 -0.02000 1.07514  -0.028
C 2.01663 -0.12586 1.03536  -0.131
N 2.45787 -0.23673 -0.23736  0.075
C 1.45504 -0.28169 -0.98169  -0.155
H -1.15295 -0.01142 -1.82814  0.151
H -0.05107 -0.08116 1.81380  0.097
H 2.79724 -0.05015 1.83014  0.125
H 1.36063 -0.08625 -1.99353  0.111

Cartesian forces (eV/Å) of the 6 atoms listed first:
-0.75 -1.21 1.03
2.79 3.22 -2.68
-2.53 -3.60 1.18
0.27 0.20 -0.25
0.13 0.24 0.17
1.25 0.02 1.50

SMILES string: N#CC(C#N)n1ccnc1
E_HOMO: -10.06 eV
F_max: 0.0979 Eh/bohr
2S+1: 1
ΔE to the lowest compared entry with this formula, charge and spin: 2.094 eV
Electronic energy: -449.95124 a.u.



6.
# C6H4O

The molecule C6H4O (ωB97M-V with the def2-TZVPD basis set, the OMol25 dataset).

Last column: Löwdin charge in e.
Atoms and positions in Å:
C -1.46077 2.66163 -0.94449  0.193
C -0.77062 1.66157 -0.50570  -0.227
C -0.40627 0.61983 0.44115  -0.295
C -0.84724 -0.67303 0.38788  -0.015
C 0.32248 -1.48361 0.32496  -0.050
C 1.37822 -0.63004 0.41103  -0.109
O 0.96152 0.63487 0.53902  0.012
H -0.11396 1.47328 -1.39372  0.137
H -1.87760 -0.98552 0.27301  0.122
H 0.36582 -2.54061 0.11949  0.105
H 2.44841 -0.73836 0.34737  0.127

Cartesian forces (eV/Å) of the 6 atoms listed first:
0.29 -0.49 0.20
-0.59 0.67 0.07
0.01 -0.22 -0.32
0.05 0.07 -0.11
0.15 -0.12 0.16
0.14 -0.37 0.15

E_HOMO: -9.02 eV
F_max: 0.0174 Eh/bohr
2S+1: 1
ΔE to the lowest compared entry with this formula, charge and spin: 3.843 eV
Electronic energy: -306.07030 a.u.



7.
# C6H4O

The molecule C6H4O (ωB97M-V with the def2-TZVPD basis set, the OMol25 dataset).

Last column: Löwdin charge in e.
Atoms and positions in Å:
C 3.27753 0.04557 -0.02365  0.124
C 2.38859 -0.61178 0.45074  -0.152
C 1.12900 -1.04250 0.80188  -0.036
C -0.03548 -0.69680 0.79786  0.070
C -0.93171 0.26544 0.18521  -0.322
C -2.19957 -0.01775 -0.47628  -0.096
O -2.13802 0.71690 0.74117  -0.017
H 3.88371 0.77345 -0.51038  0.034
H -0.29415 1.05582 -0.22572  0.159
H -2.58045 -1.02883 -0.37413  0.117
H -2.49946 0.54048 -1.36672  0.118

Cartesian forces (eV/Å) of the 6 atoms listed first:
-0.18 0.05 -0.05
0.51 -0.05 0.00
-0.80 0.56 -0.12
0.63 -0.20 -0.05
0.24 0.31 -0.27
-0.21 -0.25 -0.16

SMILES string: C#CC#C[C@H]1CO1
E_HOMO: -9.50 eV
F_max: 0.0191 Eh/bohr
2S+1: 1
ΔE to the lowest compared entry with this formula, charge and spin: 4.462 eV
Electronic energy: -306.04756 a.u.



8.
# C6H4O

The molecule C6H4O at a distorted geometry (ωB97M-V with the def2-TZVPD basis set, the OMol25 dataset).

Last column: Löwdin charge in e.
Atoms and positions in Å:
C 3.05832 -0.69703 0.51771  0.171
C 1.86418 -0.83896 0.71964  -0.010
C 1.24191 0.54097 0.67742  -0.492
O 1.76338 1.51760 1.16513  0.089
C -0.01271 0.52872 0.00161  0.045
C -1.13012 0.24907 -0.34095  -0.047
C -2.45098 -0.17144 -0.75182  -0.085
H 4.03003 -0.26911 0.56010  0.071
H -2.87458 0.53055 -1.47181  0.084
H -3.10497 -0.22446 0.12357  0.089
H -2.38446 -1.16591 -1.20059  0.087

Cartesian forces (eV/Å) of the 6 atoms listed first:
0.14 -0.46 0.15
1.02 1.02 0.18
-0.44 0.40 0.29
-0.48 -0.45 -0.04
-0.76 -0.02 -0.13
0.32 0.10 0.01

SMILES string: C#CC(=O)C#CC
E_HOMO: -10.00 eV
F_max: 0.0283 Eh/bohr
2S+1: 1
ΔE to the lowest compared entry with this formula, charge and spin: 3.958 eV
Electronic energy: -306.06607 a.u.